ORCA calculation (ωB97M-V/def2-TZVPD) on C14H18CoF5N5O13P2 as an isolated structure at a distorted geometry.

Last column: Löwdin spin population.
Positions of all 58 atoms, in Å:
Co: -0.14081 -0.26997 0.27002  1.987
P: 2.16639 -2.06497 1.14842  0.003
P: -0.17991 -2.51437 2.65082  0.006
F: -3.35701 2.41373 0.99462  -0.004
F: -2.46891 0.69793 -0.97258  -0.011
F: -2.86121 -0.07597 1.00362  -0.016
F: -1.52211 2.99853 0.06382  0.001
F: -1.52441 2.21313 2.07182  0.001
O: -0.40171 -1.05967 2.28282  0.052
O: 0.56699 -2.53547 4.07542  0.004
O: 2.42849 -1.11437 2.43242  0.000
O: 1.00079 -3.08307 1.65962  0.000
O: -1.30541 -3.46667 2.61412  0.002
O: 3.35459 -2.83327 0.77732  -0.001
O: 3.53149 7.04973 -2.02418  0.172
O: 2.08389 4.99013 3.57212  -0.003
O: 0.63999 1.35053 -1.31648  0.047
O: 0.65719 1.27613 0.84932  -0.006
O: 2.87449 6.79803 2.65232  0.034
O: 1.51149 -1.19047 0.07732  0.014
O: 2.95999 5.39653 -3.32568  0.150
N: -1.11411 -1.81267 -0.24288  -0.011
N: 2.40779 5.64603 2.57052  0.017
N: 3.03829 5.91883 -2.19858  0.169
N: -2.48251 -3.63937 -0.79548  -0.001
N: -0.94901 -2.83827 -2.33228  0.006
C: 0.21899 -2.10687 -2.76388  0.001
C: -1.90561 0.64343 0.30342  -0.088
C: 2.56359 5.20603 -1.08628  0.057
C: -1.63521 -3.57787 -3.36278  0.001
C: 2.25399 5.06473 1.29642  0.018
C: 0.94549 1.89103 -0.24158  -0.002
C: 2.68799 5.76623 0.17972  0.009
C: 1.57009 3.22963 -0.12058  0.020
C: 1.69519 3.78103 1.15182  0.187
C: -2.05441 2.06403 0.85952  -0.009
C: -1.47051 -2.71027 -1.10068  0.006
C: 1.99149 3.92863 -1.24488  0.156
C: -1.95861 -4.96277 -0.47818  0.000
C: -3.43291 -3.21057 0.22242  0.000
H: 3.13849 6.74033 0.29502  0.001
H: -2.78851 -5.67377 -0.50618  0.000
H: 1.78999 -0.39047 2.40832  0.000
H: 1.36029 3.23483 2.01782  0.012
H: 0.74169 -1.68257 -1.91018  0.000
H: -2.63101 -3.85117 -3.01768  0.000
H: -1.20071 -5.25587 -1.20168  0.000
H: -3.73031 -2.18177 0.03612  0.000
H: -1.71661 -2.95547 -4.25828  0.000
H: -1.51131 -4.96727 0.52292  0.000
H: -4.30581 -3.85767 0.13302  0.000
H: 1.90089 3.49933 -2.22628  0.013
H: -3.02971 -3.29517 1.23642  0.000
H: -0.06701 -1.29507 -3.43778  0.000
H: -1.08821 -4.48867 -3.62648  0.000
H: 0.90179 -2.78777 -3.27648  0.000
H: -1.51591 -2.04097 0.66432  0.001
H: 1.36739 -2.00807 3.97452  0.000

Forces on atoms 1 to 6 (eV/Å):
-0.2501 0.0156 -0.0600
-0.1299 -0.3163 -0.5270
0.4967 -0.1275 0.2247
-0.1529 -0.3244 -0.2279
0.6528 0.1285 0.3252
0.6461 0.0251 0.1767

Lowest unoccupied orbital energy (spin up / spin down) in Ha: 0.140 / 0.143
HOMO energy (spin up / spin down) in Ha: -0.0127 / -0.1584
Total charge: -2
2S+1: 4
HOMO-LUMO gap (spin up / spin down) in Eh: 0.1524 / 0.3009


ORCA calculation (ωB97M-V/def2-TZVPD) on C14H18CrN2O2 as an isolated structure at a distorted geometry.

Last column: Löwdin spin population.
Positions of all 37 atoms, in Å:
Cr: -1.47812 0.33252 0.28198  3.171
O: 0.20009 1.99116 2.26983  0.014
O: 0.04347 -0.22311 2.75472  0.008
N: 0.39117 1.08735 -0.49070  0.010
N: -0.08463 -1.37795 0.17866  -0.011
C: 0.67848 2.38516 -0.61843  0.011
C: 1.08755 -1.17258 -0.47410  0.001
C: 0.45671 0.95843 2.93746  0.002
C: 1.85298 -3.41945 -0.06755  0.004
C: -2.02990 2.31189 0.13193  0.528
C: -2.16205 0.11357 -1.61860  0.035
C: -0.23259 -2.56633 0.77200  0.006
C: 0.68926 -3.60338 0.67774  0.000
C: -2.60053 -1.16174 1.11442  0.068
C: 1.34700 0.19690 -0.85421  0.004
C: 2.04446 -2.18486 -0.65570  -0.001
C: 2.81894 1.94078 -1.62035  0.005
C: 1.85131 2.84691 -1.20087  0.000
C: 2.55876 0.59447 -1.44018  -0.001
H: 3.26248 -0.17055 -1.73787  0.000
H: -2.81961 -2.06631 0.52772  0.005
H: -1.51536 -0.62854 -2.12951  0.013
H: 3.74145 2.26098 -2.08811  0.000
H: 0.46626 -4.53447 1.18860  0.000
H: -1.83790 2.98197 -0.70990  0.016
H: -0.05729 3.07383 -0.22827  0.002
H: -3.13202 2.18917 0.12174  0.036
H: -2.13457 1.04471 -2.20620  0.000
H: 1.96458 3.91541 -1.31128  0.000
H: 2.59343 -4.20456 -0.19566  0.000
H: 2.92392 -1.94870 -1.24517  0.000
H: -3.54984 -0.58554 1.15227  0.023
H: -3.17951 -0.29910 -1.64528  0.011
H: -2.36219 -1.36122 2.16879  0.004
H: 1.11191 1.13968 3.82509  0.000
H: -1.13578 -2.68825 1.35924  0.000
H: -1.77234 2.83180 1.07577  0.037

Forces on atoms 1 to 6 (eV/Å):
3.2248 -3.0330 1.4398
-0.3211 -0.6313 -0.2518
0.0205 1.1777 -0.4879
1.0941 0.1194 -0.2472
1.1614 -0.3425 -0.2009
0.4139 -0.1846 -0.2498

Lowest unoccupied orbital energy (spin up / spin down) in Ha: -0.022 / -0.113
HOMO energy (spin up / spin down) in Ha: -0.3012 / -0.3040
Total charge: 0
2S+1: 5
HOMO-LUMO gap (spin up / spin down) in Eh: 0.2789 / 0.1910


ORCA calculation (ωB97M-V/def2-TZVPD) on C14H18FNO2 as an isolated structure at a distorted geometry.

Last column: natural (NBO) charge in e.
Positions of all 36 atoms, in Å:
F: -0.61783 1.99927 0.92942  -0.382
O: 3.89254 -2.09742 0.08599  -0.587
O: -5.06452 0.05274 -0.36630  -0.503
N: -2.20178 -0.23924 -0.18163  -0.391
C: -4.51532 -1.13252 0.37402  -0.022
C: 4.46617 0.46064 0.64212  -0.422
C: -2.92721 1.21626 -0.65087  -0.223
C: -4.21014 1.00628 -0.11232  -0.032
C: 1.88714 -0.67128 0.33069  -0.207
C: 1.19091 0.45330 0.83577  -0.240
C: 3.45346 -0.84353 0.37365  0.588
C: -0.10014 0.71183 0.38422  0.356
C: -0.93062 -0.29183 -0.15739  0.074
C: -0.25448 -1.43414 -0.26118  -0.247
C: 1.16410 -1.44185 -0.50482  -0.165
C: -3.11508 -1.40476 -0.32216  -0.230
C: 3.79599 1.60115 -1.41105  -0.615
C: 4.98548 0.93047 -0.66133  -0.379
H: 3.84448 1.11332 1.30987  0.204
H: 3.23460 2.34099 -0.93902  0.206
H: -3.02445 1.04238 -1.70096  0.190
H: -5.09207 -2.08346 0.07582  0.201
H: 5.16948 0.11156 1.19388  0.206
H: 1.71276 1.37196 1.24388  0.236
H: -3.24675 -1.48570 -1.36211  0.188
H: -0.72490 -2.48048 -0.89252  0.205
H: 1.75278 -2.49519 -0.57711  0.260
H: 5.57850 1.64809 -0.56068  0.198
H: -4.20994 1.42422 1.23811  0.120
H: -4.35736 -1.03051 1.24806  0.153
H: -2.52776 -2.12354 -0.00338  0.212
H: -2.35700 1.98587 -0.57569  0.232
H: 4.15426 1.89203 -2.42444  0.203
H: 3.02324 1.08355 -1.74390  0.209
H: -4.73641 2.13820 -0.37563  0.193
H: 5.32090 0.16875 -1.20668  0.215

Forces on atoms 1 to 6 (eV/Å):
0.4943 -2.8055 -1.6344
-1.9414 7.4852 1.6971
-0.1080 -4.1044 1.0564
-6.2992 4.1041 -0.6282
-0.6576 -3.3757 -14.6250
-6.6207 -1.2860 -1.5672

Lowest unoccupied orbital energy in Ha: 0.007
HOMO energy in Ha: -0.2927
Total charge: 0
HOMO-LUMO gap in Eh: 0.2996


Which ΔE to the lowest compared entry with this formula, charge and spin belongs to each record? In order, 0.1570; 4.2104; 0.0000 eV.